C2H3N2PS in the gas phase, computed with ωB97M-V/def2-TZVPD.

Cartesian coordinates (Å):
C 0.997 2.011 -0.451
C 0.413 -0.051 -0.809
N 0.607 0.887 0.075
N 0.710 0.400 -2.254
P -0.050 -1.765 -0.559
S 1.139 1.918 -2.161
H 1.198 2.903 0.109
H -1.423 -1.513 -0.589
H -0.022 -1.650 0.828

Energy ... -927.00981 hartree
SMILES ... Pc1ncsn1

C2H3N3 in the gas phase, computed with ωB97M-V/def2-TZVPD.

Cartesian coordinates (Å):
C -0.070 0.246 -0.054
C -1.582 0.089 -0.092
H 0.334 -1.783 -0.119
H 1.788 -0.701 -0.085
H 1.250 1.523 0.247
N 0.756 -0.873 0.057
N 0.238 1.509 -0.017
N -2.714 -0.010 0.065

Energy ... -242.24647 hartree
SMILES ... [H]/N=C(\N)C#N

Energy relative to the best compared isomer or geometry (same formula, charge and spin) across the listed records, respectively: 13.3; 16.4 kcal/mol.
Maximum force across the listed records, respectively: 0.1157; 0.0512 hartree/bohr.
Frontier orbital gap across the listed records, respectively: 9.37; 10.82 eV.